Entry from the Open Molecules 2025 dataset: a structure of composition C38H77AlF2LiNO6 (the ωB97M-V functional and the def2-TZVPD basis).

Properties
2S+1 ... 1
Charge ... +2
Lowest unoccupied orbital energy ... -10.3439 eV
E_tot ... -2449.15106 hartree
Orbital gap ... 0.039 Eh

Geometry as XYZ:
```
126
Properties=species:S:1:pos:R:3:mulliken_charge:R:1
C 2.397 -2.395 0.488 0.10
C 1.713 -3.378 -0.457 -0.69
C 1.073 -2.721 -1.671 -0.77
C -0.124 -1.796 -1.363 -1.09
C 0.139 -0.336 -1.757 1.86
C -0.056 -0.019 -3.252 -0.26
C 1.246 0.024 -4.066 -1.17
C 2.124 1.282 -3.890 -0.60
C 3.320 1.091 -2.952 0.44
C 4.298 2.284 -2.937 -1.25
C 4.347 3.131 -1.664 -0.59
C 4.644 2.403 -0.339 -0.44
C 3.973 3.075 0.872 -1.01
C 2.697 2.403 1.382 -0.82
C 1.495 2.687 0.480 0.81
C 0.644 3.883 0.913 -0.81
C -0.088 4.529 -0.276 -0.63
C -1.620 4.629 -0.190 -0.06
C -2.160 4.667 -1.612 -0.47
O -3.523 5.110 -1.723 -0.52
C -4.581 4.195 -1.842 0.09
C -4.496 3.107 -0.751 -1.39
C -3.810 1.730 -0.934 1.16
C -4.850 0.584 -0.953 -1.22
O -2.864 1.493 0.101 -0.60
C -4.824 3.764 -3.307 -0.39
C -6.011 2.860 -3.609 -0.62
C -7.416 3.360 -3.196 -1.09
C -8.119 2.541 -2.135 -0.27
F -7.910 1.154 -2.377 -0.33
O -3.586 3.285 -3.808 -0.42
C -3.508 2.081 -4.552 -0.75
H 3.527 -2.375 0.297 0.42
H 2.353 -2.751 1.514 -0.49
H 1.960 -1.393 0.458 0.00
H 2.451 -4.110 -0.791 0.51
H 0.966 -3.912 0.141 0.27
H 1.846 -2.132 -2.159 0.12
H 0.750 -3.508 -2.352 0.43
H -1.027 -2.155 -1.859 0.58
H -0.323 -1.818 -0.289 0.42
H -0.476 0.331 -1.152 -0.17
H 1.168 -0.119 -1.481 -1.24
H -0.575 0.939 -3.355 -0.29
H -0.717 -0.775 -3.685 0.62
H 0.992 -0.075 -5.121 0.53
H 1.830 -0.849 -3.781 0.35
H 1.526 2.131 -3.547 0.10
H 2.513 1.533 -4.878 0.41
H 3.851 0.180 -3.224 0.53
H 2.937 0.926 -1.944 -0.49
H 5.295 1.911 -3.171 0.33
H 4.022 2.951 -3.756 0.43
H 3.402 3.669 -1.566 0.20
H 5.119 3.884 -1.818 0.44
H 4.353 1.354 -0.404 0.25
H 5.720 2.400 -0.176 0.47
H 3.755 4.116 0.616 0.38
H 4.686 3.119 1.695 0.45
H 2.867 1.326 1.447 0.21
H 2.510 2.738 2.405 0.42
H 0.863 1.802 0.440 -0.26
H 1.842 2.857 -0.537 -0.34
H 1.319 4.625 1.342 0.42
H -0.048 3.594 1.705 0.47
H 0.314 5.518 -0.488 0.50
H 0.132 3.922 -1.159 0.03
H -1.888 5.555 0.329 0.20
H -1.966 3.749 0.358 0.07
H -2.003 3.718 -2.116 0.04
H -1.587 5.407 -2.167 0.67
H -5.460 4.799 -1.576 0.53
H -5.524 2.923 -0.414 1.05
H -3.976 3.636 0.069 0.40
H -3.221 1.700 -1.843 -0.50
H -4.783 0.042 -0.007 0.65
H -5.834 1.031 -1.026 -0.33
H -4.661 -0.102 -1.777 0.58
H -3.313 1.451 0.953 0.40
H -5.013 4.721 -3.806 0.54
H -6.037 2.728 -4.686 0.54
H -5.854 1.863 -3.205 0.32
H -8.051 3.333 -4.077 0.41
H -7.408 4.404 -2.880 0.42
H -7.790 2.743 -1.114 0.13
H -9.192 2.700 -2.159 0.48
H -3.858 1.208 -3.996 0.24
H -4.040 2.145 -5.500 0.32
H -2.455 1.933 -4.771 0.30
C -9.436 -0.178 0.286 0.91
O -10.103 -0.729 -0.596 -0.33
O -9.977 0.680 1.023 -0.31
O -8.195 -0.411 0.465 -0.70
C 4.919 -5.134 7.471 -1.17
C 3.984 -4.057 6.910 -0.48
C 2.973 -4.482 5.854 -0.66
N 3.456 -4.717 4.441 0.29
C 2.217 -5.012 3.619 -0.87
C 2.547 -5.460 2.214 0.49
C 3.459 -6.680 2.217 -1.24
C 4.725 -6.352 2.992 -0.77
C 4.420 -5.876 4.399 -0.56
C 4.109 -3.478 3.910 -0.94
H 5.818 -5.272 6.873 0.31
H 5.251 -4.847 8.467 0.40
H 4.413 -6.097 7.560 0.29
H 4.554 -3.189 6.578 0.27
H 3.365 -3.694 7.733 0.41
H 2.214 -3.705 5.755 0.45
H 2.474 -5.403 6.158 0.45
H 1.657 -5.779 4.155 0.42
H 1.636 -4.091 3.619 0.53
H 1.619 -5.692 1.690 0.45
H 3.015 -4.641 1.662 -0.45
H 3.712 -6.968 1.198 0.46
H 2.940 -7.531 2.672 0.40
H 5.301 -5.594 2.455 0.35
H 5.372 -7.227 3.073 0.46
H 5.331 -5.534 4.881 0.25
H 3.975 -6.669 5.001 0.43
H 5.018 -3.290 4.472 0.33
H 3.415 -2.649 4.027 0.33
H 4.357 -3.598 2.856 0.38
Li -6.983 -0.396 -0.881 0.97
Al -4.643 4.658 1.315 0.46
F 4.745 -3.157 0.903 -0.65
```